{"formula": "C3H10N3S", "method": "wB97M-V/def2-TZVPD", "species": ["C", "C", "C", "N", "N", "N", "S", "H", "H", "H", "H", "H", "H", "H", "H", "H", "H"], "xyz": [[-1.6774, 0.3922, 0.1513], [2.2544, -0.6946, -0.9401], [1.4846, 0.4614, -0.4047], [-2.4702, -0.0721, 1.0943], [0.9015, 0.4693, 0.8710], [-2.2009, 0.5737, -1.0263], [1.2123, -0.7050, 1.8673], [1.5006, -1.6604, -0.9372], [2.4936, -0.4727, -1.8939], [3.1853, -0.9928, -0.3643], [2.0539, 1.2963, -0.4378], [0.7119, 0.6961, -1.0386], [-2.1159, -0.1969, 2.0465], [-3.4542, -0.1548, 0.8628], [-3.2529, 0.3425, -1.2403], [-1.4360, 0.7581, -1.6589], [0.8095, -0.0402, 3.0488]], "forces_ev_per_a": [[0.34, -0.83, 1.41], [-1.79, -4.11, 3.73], [0.14, -2.46, 0.07], [0.54, 0.26, 0.53], [-1.06, 0.28, 1.42], [-1.17, -0.24, -0.44], [-0.18, 0.44, 1.20], [2.00, 2.13, -0.18], [0.94, 0.44, -3.25], [-1.14, 0.50, -0.59], [2.10, 3.07, 0.19], [-1.80, 0.53, -1.72], [-0.67, 0.09, -0.70], [-0.13, -0.28, 0.73], [2.84, 0.70, -0.11], [-1.19, 0.17, -1.19], [0.23, -0.69, -1.13]], "e_homo_ev": [-13.38, -12.43], "e_lumo_ev": [-5.74, -6.26], "relative_energy_ev": 5.192, "charge": 1, "orbital_gap_ev": [7.6, 6.2]}